1.
C26H55BrO10PS6 | the ωB97M-V functional and the def2-TZVPD basis

Structure (XYZ):
```
99
Properties=species:S:1:pos:R:3:lowdin_charge:R:1
C 2.410 -0.821 2.755 -0.1498
C 1.037 -1.410 2.457 -0.5145
S -0.272 -0.183 2.196 0.8428
C 0.396 0.950 0.938 -0.6214
P 0.473 2.652 1.567 0.9743
C 2.090 3.389 1.116 -0.3562
C 2.359 3.379 -0.396 -0.7327
C 3.134 2.158 -0.893 -0.1171
Br 0.676 3.627 -1.371 0.7734
H 2.347 -0.043 3.511 0.0724
H 2.859 -0.396 1.859 0.0527
H 3.085 -1.608 3.078 0.0829
H 1.114 -2.068 1.597 0.0798
H 0.711 -1.981 3.321 0.0751
H 1.421 0.650 0.746 0.0273
H -0.142 0.909 -0.004 0.0195
H -0.603 3.428 1.141 0.0150
H 0.386 2.601 2.961 0.0334
H 2.825 2.823 1.685 0.0993
H 2.057 4.423 1.452 0.0963
H 2.942 4.261 -0.619 0.0837
H 2.677 1.786 -1.801 0.0429
H 3.200 1.356 -0.164 0.0627
H 4.148 2.444 -1.152 0.0920
C 4.050 2.365 -6.843 -0.2078
C 2.728 2.647 -6.114 -0.2118
C 2.330 1.359 -5.381 -0.2178
S 3.869 0.497 -5.023 0.6688
O 3.886 -0.745 -5.756 -0.3147
O 4.110 0.510 -3.596 -0.3465
C 4.949 1.662 -5.831 -0.2256
H 4.511 3.278 -7.215 0.1190
H 3.868 1.709 -7.696 0.1240
H 2.875 3.453 -5.391 0.1126
H 1.945 2.963 -6.801 0.1148
H 1.811 1.556 -4.446 0.0864
H 1.726 0.705 -6.007 0.1057
H 5.781 1.121 -6.279 0.0657
H 5.312 2.355 -5.071 0.1129
C -4.287 -1.296 -0.271 -0.2004
C -4.937 -0.572 -1.455 -0.1940
C -4.543 0.907 -1.360 -0.1990
S -2.960 0.949 -0.514 0.6550
O -3.113 1.617 0.762 -0.3423
O -1.914 1.359 -1.429 -0.3701
C -2.839 -0.810 -0.232 -0.2389
H -4.340 -2.378 -0.379 0.1225
H -4.798 -1.026 0.657 0.1092
H -4.562 -0.993 -2.389 0.1202
H -6.019 -0.685 -1.454 0.1222
H -4.430 1.370 -2.336 0.1090
H -5.253 1.475 -0.759 0.1018
H -2.338 -0.986 0.716 0.0445
H -2.256 -1.236 -1.049 0.1155
C 9.235 -2.638 -5.677 -0.2197
C 7.972 -3.466 -5.950 -0.2094
C 6.889 -2.500 -6.450 -0.2153
S 7.762 -1.152 -7.252 0.6783
O 7.531 0.062 -6.499 -0.3367
O 7.528 -1.191 -8.672 -0.3137
C 9.413 -1.735 -6.894 -0.2279
H 10.108 -3.268 -5.520 0.1155
H 9.093 -2.029 -4.781 0.1184
H 8.184 -4.212 -6.717 0.1176
H 7.638 -3.997 -5.060 0.1139
H 6.221 -2.959 -7.174 0.1078
H 6.308 -2.077 -5.633 0.0916
H 10.067 -0.884 -6.719 0.1081
H 9.754 -2.298 -7.762 0.1098
C -5.421 1.368 3.859 -0.2023
C -6.144 0.043 4.147 -0.2153
C -7.578 0.179 3.619 -0.2027
S -7.503 1.357 2.267 0.6666
O -8.252 2.533 2.627 -0.3120
O -7.731 0.680 1.010 -0.3384
C -5.761 1.721 2.415 -0.2483
H -4.344 1.281 4.005 0.1105
H -5.791 2.148 4.528 0.1232
H -5.636 -0.770 3.624 0.1125
H -6.147 -0.203 5.208 0.0658
H -7.970 -0.762 3.242 0.1055
H -8.252 0.585 4.370 0.1096
H -5.586 2.764 2.163 0.1121
H -5.237 1.075 1.716 0.0568
C -3.140 -1.896 8.691 -0.2184
C -3.874 -3.212 8.982 -0.2086
C -5.290 -3.084 8.407 -0.2124
S -5.169 -1.938 7.031 0.6626
O -5.922 -0.751 7.356 -0.3203
O -5.374 -2.645 5.791 -0.3221
C -3.428 -1.574 7.227 -0.2320
H -2.071 -1.978 8.878 0.1152
H -3.534 -1.103 9.330 0.1212
H -3.351 -4.037 8.495 0.1174
H -3.904 -3.430 10.048 0.1166
H -5.676 -4.031 8.038 0.1052
H -5.984 -2.657 9.128 0.1078
H -3.245 -0.535 6.962 0.1053
H -2.878 -2.236 6.558 0.1056
```

Properties
charge	+1
gap between HOMO and LUMO	9.27	eV



2.
C17H27O9Tl | the ωB97M-V functional and the def2-TZVPD basis

Structure (XYZ):
```
54
Properties=species:S:1:pos:R:3:lowdin_spin:R:1
Tl -2.684 -27.794 -18.429 -0.0005
C -5.775 -24.937 -17.883 0.0930
O -4.523 -25.554 -17.953 0.8264
H -6.269 -25.173 -16.941 0.0000
H -5.749 -23.856 -18.020 0.0212
H -6.255 -25.284 -18.798 0.0473
O -7.862 -25.507 -12.300 -0.8059
C -6.930 -25.021 -13.016 -0.0658
O -6.944 -23.737 -13.421 -0.0301
C -5.678 -23.327 -13.975 -0.0041
C -4.863 -24.638 -13.989 -0.0228
C -5.634 -25.806 -13.363 -0.0675
H -5.110 -22.582 -13.418 0.0001
H -5.889 -22.966 -14.982 -0.0008
H -4.136 -24.375 -13.221 -0.0020
H -4.251 -24.834 -14.869 -0.0026
H -5.318 -26.184 -12.392 0.0015
H -5.790 -26.714 -13.946 0.0008
O -5.053 -28.987 -16.870 0.0001
C -6.187 -29.400 -16.719 0.0000
O -6.438 -30.501 -16.032 0.0000
C -7.853 -30.709 -15.893 0.0000
C -8.514 -29.402 -16.402 0.0000
C -7.455 -28.871 -17.393 0.0000
H -8.057 -30.925 -14.844 0.0000
H -8.291 -31.531 -16.458 0.0000
H -8.745 -28.794 -15.527 0.0000
H -9.492 -29.491 -16.876 0.0000
H -7.296 -27.815 -17.610 0.0000
H -7.188 -29.359 -18.330 0.0000
O -3.984 -20.647 -14.761 0.7614
C -3.546 -21.367 -15.659 0.0804
O -2.524 -22.129 -15.456 0.0309
C -2.225 -22.804 -16.636 0.0056
C -2.849 -22.033 -17.787 0.0325
C -4.070 -21.282 -17.082 0.0837
H -2.620 -23.804 -16.458 0.0020
H -1.140 -22.748 -16.726 0.0024
H -3.107 -22.704 -18.606 0.0060
H -2.154 -21.312 -18.217 0.0008
H -4.984 -21.872 -17.146 0.0010
H -4.158 -20.215 -17.288 -0.0011
O -5.227 -28.192 -20.127 0.0036
C -5.933 -27.802 -21.062 0.0001
O -6.715 -28.616 -21.829 0.0001
C -7.712 -27.814 -22.496 0.0000
C -7.716 -26.556 -21.716 0.0001
C -6.266 -26.370 -21.374 0.0014
H -8.666 -28.340 -22.543 0.0000
H -7.310 -27.593 -23.484 0.0000
H -8.381 -26.583 -20.853 0.0000
H -8.099 -25.798 -22.401 0.0000
H -5.867 -25.594 -20.722 0.0007
H -5.734 -26.144 -22.298 0.0001
```

Properties
charge	+3
2S+1	2
expectation value of S²	1.766
gap between HOMO and LUMO (spin up / spin down)	3.31 / 2.90	eV



3.
C29H30N4O5SZr | the ωB97M-V functional and the def2-TZVPD basis

Structure (XYZ):
```
70
Properties=species:S:1:pos:R:3:lowdin_charge:R:1
Zr 0.985 -0.353 1.691 1.5744
C -5.084 3.697 0.244 -0.0421
O -3.968 2.916 -0.194 -0.0808
C -4.127 2.187 -1.324 -0.2222
C -5.294 2.096 -2.071 0.0077
C -5.311 1.323 -3.225 -0.0464
C -4.181 0.651 -3.659 -0.0625
C -3.005 0.753 -2.929 -0.0259
C -2.989 1.497 -1.762 -0.1644
N -1.795 1.634 -0.989 0.1829
C -1.128 0.615 -0.446 -0.3077
N -1.571 -0.632 -0.608 0.1800
C -0.924 -1.854 -0.305 -0.1570
C 0.239 -1.984 0.452 -0.2562
C 0.799 -3.273 0.569 -0.1487
C 0.183 -4.378 0.018 -0.0512
C -1.008 -4.239 -0.693 0.0199
C -1.562 -2.985 -0.869 -0.2177
O -2.687 -2.716 -1.565 -0.0885
C -3.380 -3.805 -2.186 -0.0238
N -0.010 0.820 0.273 -0.0627
C 0.485 2.123 0.566 -0.2486
C 0.971 3.013 -0.394 0.0060
C 1.518 4.218 0.006 -0.0298
C 1.619 4.531 1.359 -0.0197
C 1.180 3.647 2.334 0.0113
C 0.610 2.456 1.918 -0.2450
O 0.172 1.452 2.813 -0.2857
C 0.178 1.776 4.229 -0.0043
H -5.927 3.052 0.496 0.1023
H -5.373 4.417 -0.523 0.1050
H -4.744 4.223 1.130 0.0968
H -6.188 2.619 -1.766 0.1157
H -6.227 1.259 -3.797 0.1203
H -4.202 0.072 -4.570 0.1148
H -2.101 0.265 -3.272 0.1292
H -1.590 2.557 -0.630 0.1560
H -2.431 -0.740 -1.139 0.1377
H 1.743 -3.419 1.094 0.1042
H 0.624 -5.360 0.122 0.1215
H -1.479 -5.111 -1.120 0.1201
H -4.239 -3.360 -2.677 0.1012
H -3.716 -4.521 -1.436 0.1053
H -2.738 -4.289 -2.923 0.1068
H 0.913 2.743 -1.440 0.1345
H 1.884 4.913 -0.736 0.1248
H 2.061 5.469 1.661 0.1271
H 1.299 3.892 3.378 0.1245
H -0.288 0.931 4.727 0.0955
H -0.424 2.669 4.384 0.1180
H 1.204 1.917 4.569 0.1063
O 7.520 -2.424 -2.104 0.1488
C 6.181 -2.436 -2.036 -0.4759
O 5.522 -2.950 -2.891 0.1432
C 5.533 -1.770 -0.849 -0.1091
C 6.177 -1.507 0.353 0.0054
C 5.507 -0.929 1.425 -0.0743
C 4.170 -0.590 1.281 -0.6399
S 3.235 0.197 2.580 0.6138
C 3.533 -0.859 0.077 -0.1554
C 4.179 -1.459 -0.985 0.0177
H 7.912 -1.861 -1.426 0.1062
H 7.216 -1.779 0.496 0.1270
H 6.026 -0.745 2.355 0.1178
H 2.465 -0.633 -0.100 0.0543
H 3.670 -1.700 -1.907 0.1346
N 0.563 -1.787 3.531 0.0094
H -0.152 -1.569 4.221 0.0816
H 1.442 -1.873 4.039 0.0676
H 0.328 -2.707 3.157 0.0685
```

Properties
charge	+2
gap between HOMO and LUMO	7.14	eV